# C48H52BCl5N8O3RbS2

A molecular structure, C48H52BCl5N8O3RbS2 (ωB97M-V/def2-TZVPD, the Open Molecules 2025 dataset).

Atoms and positions in Å:
1 Rb -0.05090 -0.02789 -0.28886
2 C -5.91508 -4.73030 2.76965
3 C -5.05698 -3.75402 2.01662
4 C -5.43173 -3.18972 0.84757
5 C -4.61486 -2.23378 0.14885
6 C -5.13847 -1.77304 -1.05028
7 N -4.81458 -0.79247 -1.88692
8 C -4.00551 0.40795 -1.68866
9 C -4.87673 1.64630 -1.88372
10 C -4.08484 2.94312 -1.71777
11 N -3.40222 2.98132 -0.44096
12 C -3.68101 3.77004 0.56430
13 C -3.00722 3.69725 1.78849
14 C -3.30262 4.61859 2.82715
15 C -2.63318 4.59164 4.01158
16 C -2.90245 5.56798 5.12295
17 C -1.61792 3.60505 4.16378
18 C -1.28058 2.67952 3.21602
19 C -0.16227 1.76970 3.52006
20 N 0.26828 0.82927 2.79480
21 C 1.40475 0.09208 3.31849
22 C 1.05702 -1.36154 3.62468
23 C 0.81196 -2.26386 2.41519
24 N -0.50416 -2.15906 1.78019
25 C -1.51542 -2.50398 2.44713
26 C -2.87808 -2.60208 1.88676
27 C -3.75557 -3.42427 2.51623
28 C -3.27650 -1.90678 0.64867
29 O -2.52795 -1.13370 0.05789
30 C -1.99109 2.67945 1.94779
31 O -1.73360 1.88292 1.02182
32 H -6.90354 -4.81325 2.31722
33 H -6.04827 -4.42263 3.80942
34 H -5.46860 -5.72785 2.78372
35 H -6.39935 -3.43790 0.41943
36 H -5.99811 -2.33422 -1.41079
37 H -5.34731 -0.78938 -2.74251
38 H -3.16576 0.40231 -2.38749
39 H -3.58677 0.36446 -0.69028
40 H -5.69940 1.62336 -1.16232
41 H -5.31726 1.64669 -2.88616
42 H -4.75088 3.80597 -1.77842
43 H -3.33548 3.02811 -2.50742
44 H -2.63191 2.32103 -0.20365
45 H -4.46494 4.51187 0.41860
46 H -4.07667 5.36219 2.65474
47 H -3.79220 6.16269 4.91372
48 H -2.06721 6.25920 5.26213
49 H -3.05980 5.05617 6.07483
50 H -1.05886 3.59276 5.09714
51 H 0.32475 1.99256 4.48288
52 H 1.79014 0.56425 4.23550
53 H 2.20334 0.11518 2.57167
54 H 0.20187 -1.40392 4.30932
55 H 1.90883 -1.78150 4.16711
56 H 0.96194 -3.30739 2.71868
57 H 1.55269 -2.04540 1.64948
58 H -1.43608 -2.85768 3.48878
59 H -3.43181 -3.90054 3.43942
60 Cl 1.46661 -2.32693 -4.52750
61 C 0.47871 -0.85259 -4.69263
62 C 0.20890 -0.10522 -3.56974
63 C -0.56493 1.00065 -3.81176
64 Cl -0.90176 2.11493 -2.43977
65 C -1.11117 1.35408 -5.04095
66 Cl -2.16965 2.72109 -5.23679
67 C -0.79756 0.56440 -6.14500
68 Cl -1.41992 0.96595 -7.71004
69 C 0.02501 -0.55002 -5.97532
70 Cl 0.43971 -1.51149 -7.35917
71 C 3.78622 -0.53027 -2.64549
72 N 4.37808 0.39226 -1.70019
73 C 5.07324 1.54626 -2.00457
74 C 5.34875 2.14684 -0.82967
75 N 4.83132 1.37620 0.18942
76 B 4.78154 1.83483 1.65687
77 N 3.43495 2.63770 1.97029
78 C 3.29054 3.17407 3.23170
79 C 2.19531 3.96300 3.25455
80 N 1.64945 3.89899 1.98869
81 C 0.50546 4.63645 1.51015
82 C 2.43321 3.10730 1.18892
83 S 2.06416 2.82768 -0.44109
84 C 4.24545 0.28768 -0.35746
85 S 3.49632 -1.01693 0.43110
86 H 4.09131 -0.24185 -3.64999
87 H 2.69708 -0.49896 -2.57802
88 H 4.12374 -1.54494 -2.43402
89 H 5.26979 1.83937 -3.01997
90 H 5.83666 3.08135 -0.62113
91 H 4.84095 0.90537 2.42331
92 H 5.69316 2.62268 1.83140
93 H 3.98941 2.93270 4.01386
94 H 1.74360 4.53388 4.04723
95 H -0.02668 5.05039 2.36672
96 H -0.14578 3.97206 0.94390
97 H 0.82084 5.43778 0.83929
98 C 0.60229 -8.94709 -2.42267
99 C 0.76895 -7.48813 -2.09491
100 C -0.31420 -6.71799 -1.69835
101 C -0.19167 -5.36053 -1.41560
102 C -1.41626 -4.59091 -1.00006
103 C 1.07769 -4.77228 -1.52218
104 C 1.28929 -3.33898 -1.20928
105 O 0.39901 -2.52341 -1.16523
106 C 2.18916 -5.53526 -1.91476
107 C 3.55717 -4.91772 -2.06539
108 C 2.01490 -6.88074 -2.20193
109 H -0.37019 -9.31617 -2.09725
110 H 1.37456 -9.54995 -1.94209
111 H 0.68053 -9.11518 -3.49913
112 H -1.29024 -7.18369 -1.60606
113 H -2.24414 -5.28007 -0.82250
114 H -1.70450 -3.87111 -1.76694
115 H -1.23345 -4.00067 -0.10199
116 H 2.32078 -3.01313 -1.00343
117 H 3.54701 -4.10899 -2.79867
118 H 4.27186 -5.66915 -2.40005
119 H 3.92469 -4.49089 -1.13064
120 H 2.87118 -7.46908 -2.51617

Output
- Strongest force on any atom: 0.680 eV/A
- Gap between HOMO and LUMO: 5.602 eV
- Lowest unoccupied orbital energy: 1.491 eV
- Spin multiplicity: 1
- Charge: -1